This record from the Open Molecules 2025 dataset describes C20H40N4O7PtSi4 as an isolated structure at a distorted geometry. The level of theory is ωB97M-V/def2-TZVPD.

Atoms and positions in Å:
1 Pt -0.57985 -0.74083 -0.97324
2 O -0.50986 -0.44863 1.95618
3 C -1.61769 -0.04437 1.36806
4 O -2.28609 -0.79592 0.65480
5 C -1.88002 1.41878 1.39567
6 C -2.51245 2.09652 2.41334
7 C -2.68948 3.46516 2.28750
8 C -2.28476 4.14898 1.16164
9 C -1.68835 3.43843 0.13901
10 C -1.39707 2.06416 0.22806
11 O -0.66643 1.44694 -0.67127
12 N -1.37990 4.16601 -1.09420
13 O -1.68717 3.62215 -2.14788
14 O -0.86465 5.24810 -1.00428
15 N -3.34856 4.20301 3.37602
16 O -3.58219 3.58159 4.38910
17 O -3.45810 5.39879 3.23912
18 H -2.87022 1.59420 3.30189
19 H -2.45078 5.21411 1.07364
20 N -3.78211 0.55098 -4.86679
21 C -4.35411 -0.38761 -3.83525
22 C -3.22729 -1.11447 -3.11269
23 N -2.26625 -0.17830 -2.51600
24 C -1.70807 0.71650 -3.54545
25 C -2.78387 1.50991 -4.25799
26 H -4.53564 1.06786 -5.32448
27 H -3.32030 0.00798 -5.60077
28 H -5.02694 -1.07812 -4.34037
29 H -4.93265 0.22966 -3.14779
30 H -2.68736 -1.76800 -3.80209
31 H -3.66103 -1.74440 -2.33741
32 H -2.74968 0.38027 -1.81186
33 H -1.15322 0.09744 -4.25749
34 H -1.01871 1.41461 -3.07849
35 H -2.37558 2.13037 -5.05311
36 H -3.33455 2.14647 -3.56642
37 C 1.19414 -4.14211 -0.31108
38 Si 1.28437 -3.41612 1.40422
39 C 2.93191 -3.70023 2.20718
40 C -0.18418 -3.77526 2.48277
41 Si 0.84367 -0.98436 0.88956
42 Si 2.92419 -0.67551 -0.93356
43 C 4.53860 -1.54963 -0.63786
44 C 2.18530 -1.19862 -2.57573
45 C 2.93459 1.18645 -0.82727
46 Si 2.13301 0.17715 2.78901
47 C 3.96434 -0.07598 2.60089
48 C 1.48024 -0.66529 4.30844
49 C 1.55592 1.93367 2.55312
50 H 0.91376 -5.19669 -0.23391
51 H 2.16420 -4.08705 -0.80774
52 H 0.44802 -3.65115 -0.94013
53 H 3.07050 -4.77984 2.32442
54 H 2.99805 -3.25725 3.20085
55 H 3.75615 -3.33107 1.59570
56 H -0.27851 -4.86191 2.57632
57 H -1.11458 -3.39127 2.06285
58 H -0.05470 -3.35887 3.48224
59 H 4.43337 -2.62487 -0.79054
60 H 4.95337 -1.37365 0.35276
61 H 5.26737 -1.18555 -1.36959
62 H 2.37584 -2.24485 -2.81358
63 H 2.57253 -0.56876 -3.38088
64 H 1.08527 -1.06373 -2.59949
65 H 3.34794 1.57461 0.10151
66 H 1.92235 1.57909 -0.95330
67 H 3.54787 1.57293 -1.64827
68 H 4.22371 -1.13253 2.52866
69 H 4.44539 0.31362 3.50410
70 H 4.39283 0.45787 1.75411
71 H 1.84636 -1.68859 4.39785
72 H 0.39245 -0.66622 4.34763
73 H 1.84860 -0.11438 5.18020
74 H 2.32961 2.62179 2.90425
75 H 0.64524 2.11180 3.12675
76 H 1.35185 2.17405 1.50887

Computed properties:
LUMO level (alpha / beta): -0.1924 / -0.2931 hartree
⟨S²⟩: 6.0091
multiplicity: 5
molecular weight: 756.0 g/mol
energy relative to the best compared isomer or geometry (same formula, charge and spin): 0.910 eV
gap between HOMO and LUMO (alpha / beta): 7.15 / 5.69 eV
max |F|: 0.0243 Eh/bohr
charge: +2

This record from the Open Molecules 2025 dataset describes C20H40NO4PtS2SeSi as an isolated structure at a distorted geometry. The level of theory is ωB97M-V/def2-TZVPD.

Atoms and positions in Å:
1 Pt -0.94498 -1.40805 -1.10768
2 C -2.54341 2.46702 -0.38283
3 C -1.11378 2.79505 0.03233
4 C -0.42338 3.71191 -0.96004
5 C -0.97052 3.18086 1.49398
6 O -0.40198 1.52696 -0.07405
7 Si 1.12865 1.03394 0.13256
8 S 1.12098 -1.07044 -0.46866
9 O 1.60529 1.18462 1.67210
10 C 1.69530 0.42600 2.95002
11 C 2.97228 -0.35962 2.84264
12 C 1.78448 1.51907 4.00228
13 C 0.42487 -0.40334 3.08106
14 O 2.08696 1.89420 -0.82168
15 C 3.53394 2.25665 -0.83153
16 C 3.66721 2.96983 -2.16337
17 C 4.29189 0.94702 -0.80906
18 C 3.78988 3.17500 0.37719
19 H -3.10967 3.41420 -0.52439
20 H -3.02490 1.86574 0.39784
21 H -2.48986 1.93119 -1.33560
22 H -0.93390 4.69249 -0.98289
23 H -0.44486 3.24166 -1.94849
24 H 0.62270 3.85007 -0.65940
25 H -1.46682 4.15189 1.68077
26 H 0.09359 3.27421 1.75104
27 H -1.47126 2.41064 2.09000
28 H 3.79940 0.33804 2.61772
29 H 2.88899 -1.14909 2.07839
30 H 3.18543 -0.85117 3.81291
31 H 2.68968 2.12227 3.85337
32 H 1.83128 1.06245 5.00911
33 H 0.90289 2.19024 3.98563
34 H 0.40343 -1.12892 2.26966
35 H -0.47761 0.23552 3.09297
36 H 0.46011 -0.94262 4.03114
37 H 3.31405 2.27291 -2.94411
38 H 4.72048 3.21193 -2.36545
39 H 3.06260 3.88243 -2.17342
40 H 3.91639 0.30129 -1.61375
41 H 4.18631 0.44240 0.16592
42 H 5.35057 1.13253 -0.98763
43 H 3.31884 4.17094 0.24601
44 H 4.87517 3.33747 0.47444
45 H 3.44393 2.68650 1.30143
46 C -1.55504 -0.43080 -2.82262
47 H -1.19554 0.61036 -2.72134
48 H -2.63207 -0.54019 -2.85942
49 H -1.09456 -0.95850 -3.64762
50 Se -1.82377 -3.65100 -0.75009
51 C -1.83494 -4.79765 -2.27503
52 C -2.94316 -4.88433 -3.14835
53 C -2.96807 -5.89753 -4.08979
54 N -1.97730 -6.78141 -4.27396
55 C -0.89104 -6.64044 -3.49381
56 C -0.78666 -5.71427 -2.46307
57 H -3.78748 -4.19124 -3.04784
58 H -3.83228 -6.03371 -4.73324
59 H -0.09672 -7.36209 -3.67381
60 H 0.05389 -5.72114 -1.75803
61 C -2.89117 -2.32045 2.41939
62 S -2.58871 -1.00593 1.20451
63 C -4.07209 -1.06567 0.11712
64 O -2.68054 0.25902 2.01268
65 H -3.79436 -2.04498 2.99203
66 H -1.99983 -2.31236 3.04561
67 H -3.01518 -3.30317 1.94876
68 H -4.01499 -2.02402 -0.42291
69 H -3.94399 -0.19766 -0.55643
70 H -4.98502 -0.98473 0.70877

Computed properties:
LUMO level (alpha / beta): 0.0957 / 0.0946 hartree
⟨S²⟩: 2.0083
multiplicity: 3
molecular weight: 724.8 g/mol
energy relative to the best compared isomer or geometry (same formula, charge and spin): 0.000 eV
gap between HOMO and LUMO (alpha / beta): 5.48 / 6.63 eV
max |F|: 0.0537 Eh/bohr
charge: -1

This record from the Open Molecules 2025 dataset describes a 3-piece molecular cluster, C20H40NO8P2S overall at a distorted geometry. The level of theory is ωB97M-V/def2-TZVPD.

Atoms and positions in Å:
1 C 3.60292 -0.49150 3.20451
2 C 3.19568 -0.99214 4.57939
3 C 2.13706 -1.87368 4.76647
4 C 1.84488 -2.32023 6.04645
5 C 2.58278 -1.90973 7.14572
6 C 3.62045 -0.99990 6.96168
7 C 4.44744 -0.54406 8.14728
8 N 5.52191 -1.50084 8.40633
9 S 6.79059 -1.26237 7.34605
10 C 3.92144 -0.54529 5.68010
11 H 3.78592 -1.36756 2.57662
12 H 4.55218 0.03492 3.29109
13 H 2.83724 0.14775 2.76602
14 H 1.58105 -2.21089 3.89706
15 H 1.04115 -3.02865 6.22582
16 H 2.34700 -2.30368 8.12622
17 H 3.80217 -0.47642 9.03144
18 H 4.84069 0.46954 7.94398
19 H 6.75916 -2.28245 6.43009
20 H 4.73606 0.15920 5.57309
21 O -2.35741 2.29622 1.28500
22 P -2.59919 0.99846 1.94150
23 O -1.25170 0.13397 1.92923
24 C -0.10076 0.63813 2.62734
25 C -0.26748 0.57771 4.13202
26 O -3.47749 0.15670 0.86730
27 C -3.94865 0.75568 -0.33607
28 C -2.96638 0.56071 -1.47264
29 O -3.33827 0.28707 3.18917
30 C -4.05302 1.09372 4.14637
31 C -5.12712 1.94414 3.49561
32 H 0.10987 1.66047 2.30193
33 H 0.73764 0.01617 2.32189
34 H -1.00022 1.31942 4.46947
35 H 0.67574 0.78494 4.63742
36 H -0.62376 -0.40261 4.44442
37 H -4.16842 1.81237 -0.18227
38 H -4.89432 0.26616 -0.57861
39 H -1.95815 0.85641 -1.18289
40 H -3.26309 1.14288 -2.34681
41 H -2.92016 -0.49138 -1.75774
42 H -3.34565 1.72084 4.69511
43 H -4.49864 0.40233 4.85903
44 H -4.69038 2.69744 2.83423
45 H -5.71031 2.46491 4.25562
46 H -5.79535 1.32515 2.89633
47 O -1.43417 -0.04931 -5.70462
48 P -0.19356 -0.17322 -6.48908
49 O 0.16704 -1.73486 -6.65160
50 C -0.74513 -2.59168 -7.33763
51 C -0.76811 -2.33335 -8.83408
52 O 0.98718 0.27473 -5.48581
53 C 0.70619 0.80883 -4.18881
54 C 0.67074 -0.27573 -3.13397
55 O 0.60260 0.38903 -7.77943
56 C -0.00462 1.41557 -8.59046
57 C -0.36338 2.64867 -7.78422
58 H -1.74648 -2.48556 -6.91165
59 H -0.41128 -3.61030 -7.14432
60 H -1.25259 -1.37925 -9.05945
61 H -1.32330 -3.11702 -9.35047
62 H 0.24487 -2.29080 -9.23354
63 H -0.22306 1.37821 -4.20013
64 H 1.50813 1.51374 -3.96451
65 H 0.02316 -1.10321 -3.42402
66 H 0.31450 0.12601 -2.18460
67 H 1.66694 -0.69317 -2.98090
68 H -0.89027 1.01156 -9.08915
69 H 0.72038 1.66665 -9.36256
70 H -1.14818 2.43173 -7.05440
71 H -0.72800 3.43855 -8.44132
72 H 0.50530 3.01415 -7.23665

Computed properties:
LUMO level: 0.0621 hartree
molecular weight: 516.6 g/mol
gap between HOMO and LUMO: 4.00 eV
max |F|: 0.1056 Eh/bohr
charge: -1